1.
Entry from OMol25: a structure of composition C31H91BFNO16PSSi2 at a distorted geometry (ωB97M-V with the def2-TZVPD basis set).

```
145
C31H91BFNO16PSSi2 ωB97M-V with the def2-TZVPD basis set
C 1.703 -4.171 3.992
C 1.457 -2.819 4.805
C 0.151 -2.125 4.192
C 2.742 -1.852 4.896
Si 3.325 -1.398 3.099
O 2.117 -0.355 2.460
Si 2.054 -0.309 0.723
C 2.787 -1.834 -0.171
C 1.979 -3.209 0.065
F 1.446 -3.747 -1.166
B 2.844 1.289 -0.083
N 2.242 1.696 -1.412
O 3.899 2.070 0.535
C 0.162 -0.237 0.265
O -0.359 0.915 0.026
O -0.645 -1.345 0.225
P 5.305 -0.389 3.396
S 5.065 1.555 3.649
H 0.799 -4.844 4.212
H 2.622 -4.760 4.329
H 1.718 -4.047 2.859
H 1.182 -3.105 5.890
H -0.784 -2.780 4.342
H -0.023 -1.077 4.623
H 0.233 -1.991 3.047
H 3.591 -2.488 5.344
H 2.547 -0.895 5.485
H 3.474 -2.678 2.409
H 2.705 -1.616 -1.303
H 3.911 -2.001 0.012
H 2.742 -3.958 0.490
H 1.186 -3.048 0.869
H 1.893 2.664 -1.368
H 2.910 1.558 -2.182
H 3.417 2.828 0.964
H 6.171 -0.535 2.265
H 5.958 -0.925 4.573
C 1.019 -6.952 0.618
C -0.013 -7.018 1.726
O 0.046 -5.835 2.511
H 2.024 -6.839 1.035
H 0.991 -7.856 0.004
H 0.840 -6.085 -0.024
H 0.179 -7.872 2.379
H -1.023 -7.119 1.315
H -0.134 -5.087 1.924
C -0.404 5.167 -1.147
C -1.045 4.620 -2.407
O -0.213 3.626 -2.988
H 0.575 5.598 -1.371
H -1.033 5.937 -0.691
H -0.242 4.368 -0.418
H -1.185 5.416 -3.142
H -2.021 4.176 -2.189
H -0.102 2.920 -2.332
C -2.980 -1.136 7.346
C -1.815 -0.359 6.765
O -1.819 -0.450 5.347
H -2.926 -2.186 7.048
H -2.984 -1.078 8.437
H -3.930 -0.746 6.970
H -0.867 -0.765 7.126
H -1.869 0.697 7.050
H -2.655 -0.081 5.033
C -4.444 2.588 -1.564
C -4.590 1.090 -1.759
O -3.490 0.579 -2.499
H -4.389 3.097 -2.531
H -5.289 2.992 -1.000
H -3.520 2.819 -1.028
H -5.504 0.865 -2.314
H -4.634 0.573 -0.795
H -2.684 0.772 -1.997
C 0.853 1.374 -6.750
C 1.268 2.211 -5.556
O 2.558 1.812 -5.100
H 0.835 0.313 -6.487
H -0.138 1.667 -7.106
H 1.569 1.487 -7.570
H 0.563 2.078 -4.735
H 1.300 3.274 -5.814
H 3.177 1.941 -5.830
C 7.860 4.039 5.830
C 7.486 5.185 4.910
O 7.526 4.761 3.555
H 8.861 3.668 5.593
H 7.838 4.354 6.877
H 7.170 3.199 5.701
H 8.189 6.013 5.025
H 6.479 5.553 5.134
H 6.894 4.035 3.461
C -1.412 -5.314 -2.041
C -0.794 -6.521 -2.720
O -1.668 -7.642 -2.618
H -1.610 -5.529 -0.987
H -0.751 -4.447 -2.105
H -2.371 -5.059 -2.500
H 0.152 -6.783 -2.242
H -0.602 -6.321 -3.779
H -2.498 -7.404 -3.050
C 2.483 5.399 4.544
C 1.879 4.829 3.275
O 2.725 3.822 2.738
H 3.471 5.822 4.341
H 1.845 6.180 4.965
H 2.619 4.614 5.293
H 1.765 5.612 2.522
H 0.894 4.394 3.472
H 2.815 3.126 3.408
C -3.668 3.317 -6.170
C -3.966 2.740 -7.541
O -2.860 1.966 -7.998
H -2.772 3.944 -6.203
H -4.506 3.918 -5.809
H -3.471 2.518 -5.448
H -4.140 3.541 -8.263
H -4.853 2.102 -7.513
H -2.719 1.256 -7.359
C -7.217 -1.155 -9.184
C -7.277 0.355 -9.294
O -6.042 0.929 -8.879
H -7.003 -1.457 -8.156
H -8.161 -1.606 -9.494
H -6.412 -1.557 -9.808
H -8.066 0.753 -8.653
H -7.479 0.664 -10.325
H -5.350 0.579 -9.455
C 8.084 1.091 9.565
C 8.285 0.783 8.094
O 7.031 0.569 7.460
H 7.561 0.270 10.061
H 9.043 1.252 10.065
H 7.467 1.986 9.692
H 8.883 -0.122 7.972
H 8.799 1.608 7.589
H 6.510 1.376 7.563
C -9.408 -2.485 -5.189
C -9.813 -1.329 -6.082
O -9.826 -1.739 -7.445
H -8.418 -2.856 -5.468
H -9.388 -2.180 -4.140
H -10.105 -3.321 -5.299
H -9.103 -0.505 -5.986
H -10.808 -0.960 -5.815
H -10.462 -2.462 -7.525
```

Net charge ... -1
HOMO level ... -4.6 eV
Kohn-Sham gap ... 6.6 eV

=====

2.
Entry from OMol25: a cluster of 8 separate species, C14H39FN2O10 in total at a distorted geometry (ωB97M-V with the def2-TZVPD basis set).

```
66
C14H39FN2O10 ωB97M-V with the def2-TZVPD basis set
C 0.453 1.244 -0.932
C -0.605 2.208 -0.530
N -1.431 2.613 -1.411
C -0.720 2.714 0.900
N -0.335 1.833 1.999
C 1.082 1.750 2.358
C 1.647 0.381 2.186
C 2.847 0.124 3.009
O 1.444 -0.453 3.230
C -1.074 0.668 2.102
O -1.333 -0.151 1.252
O -1.555 0.563 3.399
F -2.516 -0.478 3.432
H 1.417 1.563 -0.560
H 0.503 1.241 -2.011
H 0.218 0.230 -0.640
H -2.105 3.242 -0.970
H -1.727 3.078 1.069
H -0.078 3.586 0.972
H 1.696 2.416 1.767
H 1.242 1.947 3.412
H 1.644 -0.048 1.204
H 2.945 0.527 4.005
H 3.393 -0.798 2.899
C -2.037 5.888 -3.441
O -3.103 4.984 -3.172
H -2.462 6.801 -3.851
H -1.496 6.122 -2.521
H -1.343 5.455 -4.168
H -2.707 4.191 -2.804
C 3.435 2.811 -2.925
O 2.973 2.928 -1.582
H 3.505 1.752 -3.158
H 2.735 3.281 -3.618
H 4.422 3.266 -3.040
H 2.910 3.865 -1.375
C 1.877 6.185 -3.790
O 1.442 6.145 -2.430
H 1.876 5.171 -4.179
H 1.201 6.799 -4.390
H 2.891 6.590 -3.845
H 1.448 7.048 -2.106
C -0.388 -3.705 0.481
O -1.624 -3.141 0.900
H -0.573 -4.731 0.175
H 0.021 -3.150 -0.371
H 0.336 -3.706 1.301
H -1.448 -2.235 1.169
C 0.044 -7.541 -0.669
O 1.252 -7.427 0.072
H 0.050 -6.781 -1.445
H -0.038 -8.525 -1.140
H -0.821 -7.378 -0.018
H 1.235 -8.100 0.758
C -4.531 0.177 -0.163
O -4.877 -0.868 0.737
H -5.146 0.068 -1.052
H -4.726 1.157 0.286
H -3.477 0.107 -0.449
H -4.329 -0.775 1.519
C 0.734 -8.510 3.938
O 1.121 -9.225 2.764
H 1.286 -7.575 3.950
H -0.336 -8.290 3.926
H 0.979 -9.080 4.837
H 0.635 -10.052 2.750
```

HOMO level ... -9.6 eV
Kohn-Sham gap ... 9.8 eV

=====

3.
Entry from OMol25: a cluster of 8 separate species, C19H56ClN4O11 in total at a distorted geometry (ωB97M-V with the def2-TZVPD basis set).

```
91
C19H56ClN4O11 ωB97M-V with the def2-TZVPD basis set
Cl 0.224 0.270 2.055
O -1.104 0.051 2.563
O 1.179 -0.025 3.091
O 0.418 -0.516 0.861
O 0.469 1.651 1.650
C 2.777 -2.951 3.000
O 3.489 -1.875 2.407
H 2.276 -2.642 3.917
H 2.038 -3.333 2.291
H 3.480 -3.755 3.225
H 3.047 -1.040 2.600
C 1.823 3.786 4.921
O 1.824 4.069 3.531
H 2.367 2.856 5.109
H 2.376 4.577 5.433
H 0.812 3.773 5.337
H 1.510 3.260 3.104
C -1.587 -2.294 4.898
O -0.509 -2.681 4.072
H -1.903 -3.130 5.522
H -1.346 -1.441 5.534
H -2.467 -2.047 4.293
H -0.217 -1.882 3.615
C -1.373 3.996 -0.843
C -2.201 2.709 -0.994
C -3.270 2.818 -2.063
O -2.743 2.734 -3.377
C -3.721 2.993 -4.341
N -1.219 1.614 -1.341
H -0.832 4.179 -1.778
H -0.541 3.837 -0.156
H -1.959 4.890 -0.616
H -2.643 2.367 -0.058
H -3.730 3.814 -1.950
H -4.053 2.055 -1.973
H -3.925 4.065 -4.446
H -4.665 2.478 -4.127
H -3.367 2.621 -5.302
H -0.725 1.437 -0.474
H -0.564 2.069 -1.975
C 4.073 3.631 -1.120
C 2.644 3.177 -1.396
C 2.315 3.091 -2.872
O 1.043 2.489 -3.036
C 0.836 1.977 -4.328
N 2.565 1.791 -0.889
H 4.310 3.502 -0.067
H 4.253 4.671 -1.405
H 4.700 3.000 -1.753
H 1.921 3.811 -0.868
H 3.086 2.516 -3.402
H 2.292 4.057 -3.399
H 1.503 1.124 -4.507
H 1.015 2.740 -5.095
H -0.185 1.603 -4.388
H 1.581 1.532 -0.960
H 2.696 1.758 0.119
C -2.107 -2.412 -0.169
C -3.532 -1.927 -0.347
C -3.848 -0.685 0.456
O -5.268 -0.481 0.381
C -5.706 0.420 1.350
N -3.798 -1.727 -1.779
H -1.932 -3.340 -0.716
H -1.852 -2.559 0.883
H -1.382 -1.683 -0.534
H -4.266 -2.669 0.006
H -3.371 0.219 0.068
H -3.501 -0.841 1.482
H -5.376 1.454 1.190
H -5.476 0.133 2.384
H -6.801 0.453 1.318
H -3.428 -2.511 -2.306
H -4.796 -1.759 -1.962
C 4.737 -3.599 -1.256
C 3.227 -3.511 -1.199
C 2.667 -4.696 -0.396
O 1.250 -4.717 -0.614
C 0.648 -5.806 0.008
N 2.907 -2.241 -0.564
H 5.109 -4.490 -1.787
H 5.233 -3.711 -0.288
H 5.214 -2.800 -1.824
H 2.836 -3.491 -2.217
H 2.849 -4.593 0.673
H 3.065 -5.632 -0.813
H 0.703 -6.765 -0.523
H -0.421 -5.585 0.115
H 0.937 -5.987 1.053
H 1.952 -2.247 -0.209
H 3.432 -2.045 0.292
```

Relative energy (zero: lowest compared OMol25 entry of this formula, charge and spin) ... 0.00 kcal per mole
Net charge ... -1
HOMO level ... -6.0 eV
Kohn-Sham gap ... 8.8 eV

=====

4.
Entry from OMol25: the ion FH2NO4P with charge -1 at a distorted geometry (ωB97M-V with the def2-TZVPD basis set).

```
9
FH2NO4P ωB97M-V with the def2-TZVPD basis set
N 1.780 -0.573 0.139
O -0.457 1.100 -1.452
O -0.295 0.941 1.108
O 0.487 -1.013 -0.143
O -1.761 -0.862 -0.029
F -2.869 0.013 -0.066
P -0.559 0.321 -0.212
H 1.632 -0.246 1.021
H 2.041 0.319 -0.365
```

Relative energy (zero: lowest compared OMol25 entry of this formula, charge and spin) ... 0.00 kcal per mole
Net charge ... -1
HOMO level ... -5.4 eV
Kohn-Sham gap ... 9.7 eV

=====

5.
Entry from OMol25: a structure of composition C17H53MnO17 at a distorted geometry (ωB97M-V with the def2-TZVPD basis set).

```
88
C17H53MnO17 ωB97M-V with the def2-TZVPD basis set
Mn -0.700 -2.941 -0.437
C -1.256 -4.704 3.336
C -1.155 -4.113 1.961
O -1.095 -2.869 1.792
O -1.090 -4.789 0.914
H -0.409 -4.347 3.921
H -1.151 -5.789 3.315
H -2.224 -4.484 3.786
C 1.032 -4.354 -3.770
C 0.369 -3.879 -2.511
O -0.815 -3.474 -2.521
O 0.893 -3.992 -1.398
H 0.361 -4.249 -4.622
H 1.256 -5.400 -3.561
H 1.917 -3.748 -3.965
C 0.711 0.835 0.043
C 0.275 -0.553 -0.206
O 0.944 -1.508 0.239
O -0.747 -0.817 -0.887
H 0.625 1.453 -0.850
H 1.770 1.051 0.190
H 0.141 1.359 0.811
C -3.354 1.743 -1.382
O -2.418 1.004 -2.184
H -2.967 1.958 -0.386
H -3.589 2.726 -1.790
H -4.243 1.136 -1.210
H -1.904 0.383 -1.662
C 2.618 -0.710 3.039
O 3.295 -0.528 1.791
H 1.543 -0.805 2.884
H 2.945 -1.659 3.465
H 2.748 0.119 3.736
H 2.740 -0.967 1.143
C 2.848 2.701 2.620
O 3.068 3.702 1.630
H 3.709 2.045 2.484
H 2.859 3.094 3.636
H 1.886 2.239 2.397
H 2.222 4.155 1.616
C -1.138 3.826 -3.139
O -0.205 4.873 -3.200
H -0.654 2.878 -2.906
H -1.889 4.033 -2.376
H -1.648 3.671 -4.091
H 0.499 4.684 -3.824
C -0.208 4.400 0.909
O 0.774 5.071 1.608
H -0.898 5.091 0.424
H 0.197 3.672 0.206
H -0.805 3.812 1.606
H 0.355 5.709 2.190
C -0.159 1.956 4.525
O 0.432 0.715 4.882
H -1.179 1.925 4.908
H 0.238 2.836 5.032
H -0.221 2.077 3.443
H -0.084 -0.016 4.533
C -3.516 -0.454 1.383
O -4.826 0.219 1.467
H -3.117 -0.340 0.375
H -2.831 0.104 2.020
H -3.623 -1.484 1.723
H -5.134 0.066 2.363
C 2.893 2.923 -2.178
O 3.950 2.039 -1.795
H 3.402 3.764 -2.651
H 2.283 2.433 -2.937
H 2.197 3.155 -1.371
H 4.419 2.419 -1.048
C -3.807 -2.315 -1.520
O -2.996 -3.062 -0.628
H -3.070 -1.750 -2.091
H -4.432 -2.874 -2.217
H -4.493 -1.613 -1.046
H -3.540 -3.712 -0.176
C 0.130 0.242 -4.374
O -1.069 0.915 -4.747
H -0.099 -0.800 -4.596
H 0.897 0.509 -5.101
H 0.416 0.324 -3.325
H -1.601 0.952 -3.949
C 3.570 -3.991 1.028
O 3.643 -3.989 -0.362
H 2.882 -4.772 1.352
H 4.553 -4.175 1.463
H 3.116 -3.101 1.462
H 2.739 -3.873 -0.661
```

Relative energy (zero: lowest compared OMol25 entry of this formula, charge and spin) ... 31.26 kcal per mole
Net charge ... -1
Spin multiplicity ... 6
HOMO level (alpha / beta) ... -5.3 / -6.5 eV
Expectation value of S² ... 8.752
Kohn-Sham gap (alpha / beta) ... 7.3 / 8.5 eV

=====

6.
Entry from OMol25: a structure of composition C18H24Be3BrCl3F16GaLi2N2O5P2S2 at a distorted geometry (ωB97M-V with the def2-TZVPD basis set).

```
79
C18H24Be3BrCl3F16GaLi2N2O5P2S2 ωB97M-V with the def2-TZVPD basis set
C -6.099 3.582 -4.434
C -5.233 3.197 -3.150
C -3.839 2.687 -3.658
O -2.926 2.332 -2.617
Ga -2.491 0.525 -2.605
C -0.905 0.324 -1.280
C -1.329 0.409 0.200
C -0.544 -0.621 1.094
S -1.413 -1.026 2.665
C -0.285 -2.233 3.372
S 1.320 -2.222 2.895
N -0.659 -3.231 4.312
C -1.658 -4.176 4.140
C -1.657 -5.003 5.325
N -0.651 -4.482 6.164
C -0.074 -3.447 5.564
C -3.992 -0.697 -1.898
C -3.373 -2.099 -1.486
C -3.633 -2.478 0.013
F -3.852 -3.137 -2.333
C -1.987 -0.248 -4.482
F -3.072 -0.344 -5.342
F -1.596 -1.611 -4.230
C -0.735 0.424 -5.166
F 0.250 -0.510 -5.358
F -0.196 1.342 -4.178
C -1.040 1.276 -6.444
F -1.979 2.228 -6.253
F 0.137 1.967 -6.731
C -1.387 0.431 -7.744
F -2.633 0.807 -8.136
F -1.421 -0.897 -7.558
F -0.550 0.784 -8.788
H -6.240 4.682 -4.543
H -5.536 3.215 -5.335
H -7.083 3.060 -4.427
H -5.161 4.092 -2.481
H -5.702 2.340 -2.596
H -4.035 1.884 -4.418
H -3.371 3.555 -4.213
H -0.082 1.050 -1.541
H -0.549 -0.782 -1.450
H -2.425 0.289 0.364
H -0.990 1.513 0.632
H 0.428 -0.139 1.401
H -0.420 -1.579 0.512
H -2.305 -4.240 3.244
H -2.304 -5.881 5.526
H 0.746 -2.846 5.988
H -4.634 -0.922 -2.793
H -4.558 -0.262 -1.045
H -2.243 -2.115 -1.628
H -2.696 -2.945 0.431
H -4.425 -3.266 0.126
H -3.882 -1.606 0.664
Li 1.808 -0.497 0.171
Be 0.231 -2.018 -2.331
Br 1.063 -0.641 -9.621
Cl -1.556 2.851 1.203
Li 1.617 -1.302 6.337
O 2.660 1.244 6.127
P 2.530 2.449 5.199
O 1.800 3.574 5.927
O 1.735 2.064 3.952
O 3.921 2.918 4.778
C 7.047 1.634 5.052
Cl 5.982 0.279 4.675
Cl 6.957 2.069 6.751
H 8.074 1.349 4.817
H 6.751 2.492 4.451
Be 1.389 1.862 -3.494
F 9.342 -0.372 5.345
P 10.483 0.093 6.420
F 11.951 0.774 6.532
F 9.975 -1.152 7.333
F 11.460 -0.976 5.683
F 10.165 0.778 7.858
F 9.994 1.502 5.757
Be 1.584 -3.924 -3.216
```

Net charge ... +1
HOMO level ... -10.5 eV
Kohn-Sham gap ... 0.9 eV

=====

7.
Entry from OMol25: the molecule C5H9N3O at a distorted geometry (ωB97M-V with the def2-TZVPD basis set).

```
18
C5H9N3O ωB97M-V with the def2-TZVPD basis set
C -2.293 -1.209 0.469
C -1.604 -0.256 -0.543
C -0.170 0.036 -0.272
C 2.006 -0.295 -0.006
C 0.496 1.175 -0.022
H -3.295 -1.516 0.156
H -2.224 -0.758 1.485
H -1.597 -2.115 0.526
H -1.867 -0.633 -1.545
H -1.979 0.843 -0.483
H 4.016 -0.582 0.045
H 3.084 -1.910 -0.419
H 0.541 3.150 0.403
H -0.943 2.619 0.345
N 3.114 -1.058 0.069
N 1.852 0.974 0.195
N -0.017 2.501 -0.096
O 0.878 -0.967 -0.308
```

Relative energy (zero: lowest compared OMol25 entry of this formula, charge and spin) ... 19.27 kcal per mole
HOMO level ... -7.6 eV
Kohn-Sham gap ... 8.5 eV